ORCA calculation (ωB97M-V/def2-TZVPD) on a structure of composition C15H21MnN5O2SSe3Te.

HOMO-LUMO gap (alpha / beta), eV: 6.4 / 6.1
Highest occupied orbital energy (alpha / beta), eV: -13.302 / -13.831
Strongest force on any atom, eV/Å: 0.2
Charge: +2
2S+1: 4
LUMO energy (alpha / beta), eV: -6.921 / -7.765
<S²>: 4.01

Last column: Mulliken spin population.
Element x y z (Å)
Mn: 0.803 1.260 -0.578  2.15
Se: 3.142 1.555 -0.783  0.03
Se: 3.848 3.537 0.192  0.15
Te: 2.100 5.128 -0.534  0.57
Se: 0.256 3.614 -1.003  0.20
O: -2.206 1.869 0.734  0.01
C: -2.148 1.307 -0.354  -0.01
O: -1.095 0.939 -0.991  -0.03
C: -3.447 0.923 -1.060  0.00
N: -4.587 1.479 -0.231  0.00
C: -5.471 0.324 0.190  0.00
C: -5.199 -0.728 -0.871  0.00
C: -3.695 -0.592 -1.105  0.00
H: -3.484 1.370 -2.052  0.00
H: -5.117 2.175 -0.750  0.00
H: -4.126 1.945 0.570  0.00
H: -6.499 0.666 0.262  0.00
H: -5.128 0.004 1.173  0.00
H: -5.757 -0.505 -1.783  0.00
H: -5.489 -1.720 -0.534  0.00
H: -3.359 -1.015 -2.047  0.00
H: -3.146 -1.085 -0.299  0.00
S: 0.982 -0.862 -1.419  -0.03
C: 2.646 -1.428 -1.462  -0.01
N: 3.349 -1.246 -2.561  0.00
C: 4.727 -1.726 -2.740  0.00
C: 4.956 -2.927 -1.839  0.00
C: 4.540 -2.590 -0.417  0.00
N: 3.168 -2.066 -0.432  0.00
H: 2.896 -0.743 -3.308  0.00
H: 5.416 -0.914 -2.502  0.00
H: 4.856 -1.986 -3.788  0.00
H: 6.008 -3.203 -1.858  0.00
H: 4.381 -3.780 -2.202  0.00
H: 5.203 -1.841 0.022  0.00
H: 4.553 -3.473 0.219  0.00
H: 2.573 -2.197 0.368  0.00
N: -2.370 -1.797 3.764  0.00
C: -1.600 -0.992 3.489  0.00
C: -0.627 0.004 3.129  -0.01
C: -0.094 0.900 4.052  0.01
C: 0.796 1.859 3.603  0.00
C: 1.112 1.911 2.260  0.02
N: 0.593 1.046 1.378  -0.08
C: -0.254 0.104 1.802  0.02
H: -0.382 0.844 5.094  0.00
H: 1.235 2.576 4.282  0.00
H: 1.790 2.655 1.865  0.00
H: -0.646 -0.576 1.059  0.00